No. 1
Here is 2 unconnected molecules or ions with the total composition C4H8O3S at a distorted geometry from the Open Molecules 2025 dataset. Energies are from ωB97M-V with the def2-TZVPD basis set.

Structure (XYZ):
```
16
Properties=species:S:1:pos:R:3:lowdin_charge:R:1
C 0.94 2.72 1.56 -0.0836
C 0.14 1.74 1.92 -0.2678
C -0.47 -1.33 -2.33 -0.0561
C -0.81 -2.20 -1.20 -0.3078
O 0.54 -0.87 1.42 -0.2892
O 0.97 0.74 -0.35 -0.4746
O -1.16 -1.76 -0.15 -0.0705
S -0.13 0.38 0.55 0.9038
H 1.08 3.54 2.29 0.0656
H 1.26 2.94 0.54 0.0557
H -0.31 1.78 2.96 0.0896
H 0.60 -0.99 -2.17 0.1107
H -1.09 -0.48 -2.19 0.0658
H -0.63 -1.69 -3.36 0.0876
H -0.69 -3.28 -1.37 0.1217
H -0.24 -1.23 1.86 0.0490
```

Properties
Maximum force ... 3.6 eV Å⁻¹
Calculated total energy ... -21252.3693 eV
E_LUMO ... 0.03144 Eh
Energy relative to the best compared isomer or geometry (same formula, charge and spin) ... 77.2 kcal/mol
Orbital gap ... 9.82 eV


No. 2
Here is 2 unconnected molecules or ions with the total composition C4H8O3S2 at a distorted geometry from the Open Molecules 2025 dataset. Energies are from ωB97M-V with the def2-TZVPD basis set.

Structure (XYZ):
```
17
Properties=species:S:1:pos:R:3:mulliken_spin:R:1
C -2.63 -0.14 -0.32 0.0081
C -2.65 -0.94 0.74 0.0172
C 1.15 0.25 -0.95 0.3222
C 2.62 0.72 -0.91 0.0351
O 1.27 -1.27 0.89 0.3204
O -0.66 0.13 2.36 0.1930
O 0.64 1.06 0.49 -0.0445
S 0.72 -1.36 -0.55 0.6867
S 0.67 0.31 1.84 0.4520
H -2.49 0.87 -0.25 -0.0017
H -2.73 -0.59 -1.31 0.0025
H -2.63 -2.03 0.75 0.0007
H -2.53 -0.47 1.73 -0.0005
H 0.56 0.73 -1.77 -0.0041
H 3.02 0.52 -1.89 0.0081
H 3.16 0.36 -0.12 -0.0039
H 2.50 1.85 -0.74 0.0088
```

Properties
Maximum force ... 5.4 eV Å⁻¹
Calculated total energy ... -32083.5933 eV
E_LUMO (spin up / spin down) ... 0.00365 / -0.10633 Eh
Spin multiplicity ... 3
Energy relative to the best compared isomer or geometry (same formula, charge and spin) ... 40.5 kcal/mol
Orbital gap (spin up / spin down) ... 5.55 / 6.76 eV


No. 3
Here is a molecular structure, C4H8O3Sm from the Open Molecules 2025 dataset. Energies are from ωB97M-V with the def2-TZVPD basis set.

Structure (XYZ):
```
16
Properties=species:S:1:pos:R:3:mulliken_spin:R:1
H -0.68 -1.68 1.08 0.0002
C 0.68 -1.41 -0.59 -0.0009
H -0.09 -1.26 -1.35 -0.0003
H 1.56 -1.87 -1.04 -0.0003
C 0.18 -2.18 0.61 0.0002
H 0.98 -2.31 1.35 -0.0002
H -0.14 -3.17 0.26 -0.0002
O 1.16 -0.09 -0.19 0.0057
C 0.40 0.99 -0.17 -0.0133
O 1.01 2.06 -0.07 -0.0028
Sm 3.41 1.67 0.07 6.0121
O -0.86 0.82 -0.27 -0.0006
C -1.74 1.92 0.03 0.0001
H -1.52 2.29 1.04 0.0002
H -1.60 2.71 -0.71 -0.0001
H -2.75 1.50 -0.03 0.0002
```

Properties
Maximum force ... 1.0 eV Å⁻¹
Calculated total energy ... -28307.7103 eV
E_LUMO (spin up / spin down) ... -0.34097 / -0.33405 Eh
Spin multiplicity ... 7
Charge ... +2
Energy relative to the best compared isomer or geometry (same formula, charge and spin) ... 0.0 kcal/mol
Orbital gap (spin up / spin down) ... 8.79 / 9.89 eV


No. 4
Here is a molecular structure, C4H8O5 at a distorted geometry from the Open Molecules 2025 dataset. Energies are from ωB97M-V with the def2-TZVPD basis set.

Structure (XYZ):
```
17
Properties=species:S:1:pos:R:3:lowdin_charge:R:1
C 0.03 -1.06 0.46 -0.1477
C 1.35 -0.59 1.04 -0.1263
C -0.11 -1.19 -1.31 -0.5820
O 0.77 -0.49 -1.91 0.0313
O -1.06 -1.80 -1.70 0.0799
H 0.90 0.60 -1.32 0.1732
H -0.86 -0.78 1.02 0.0881
H 0.00 -2.16 0.52 0.0926
H 2.18 -0.83 0.37 0.0824
H 1.40 0.48 1.23 0.0515
H 1.56 -1.09 1.99 0.0724
C -0.75 1.45 -0.29 -0.5915
O -1.72 1.18 -1.15 0.2051
O -1.17 1.80 0.93 0.1709
O 0.41 1.69 -0.69 0.0931
H -0.41 1.93 1.52 0.1456
H -2.52 0.86 -0.70 0.1613
```

Properties
Maximum force ... 4.7 eV Å⁻¹
Calculated total energy ... -14514.1780 eV
E_LUMO ... 0.00341 Eh
Energy relative to the best compared isomer or geometry (same formula, charge and spin) ... 37.3 kcal/mol
Orbital gap ... 9.23 eV


No. 5
Here is C4H8OS in the gas phase at a distorted geometry from the Open Molecules 2025 dataset. Energies are from ωB97M-V with the def2-TZVPD basis set.

Structure (XYZ):
```
14
Properties=species:S:1:pos:R:3:lowdin_charge:R:1
C -1.73 -0.66 -0.23 -0.5512
C 1.25 -0.99 -0.11 -0.4815
C -2.81 0.23 0.02 -0.2691
C 2.72 0.78 0.27 -0.1428
O 2.46 -0.46 -0.35 -0.2103
S -0.16 0.03 -0.25 0.9937
H -1.96 -1.68 -0.59 0.0679
H 1.14 -2.10 -0.32 0.0994
H -3.43 0.00 0.97 0.0922
H -3.68 0.19 -0.78 0.1139
H -2.38 1.19 0.13 0.0205
H 2.33 0.85 1.29 0.0908
H 2.45 1.79 -0.21 0.1072
H 3.77 0.85 0.17 0.0694
```

Properties
Maximum force ... 4.2 eV Å⁻¹
Calculated total energy ... -17156.1123 eV
E_LUMO (spin up / spin down) ... 0.02425 / 0.01892 Eh
Energy relative to the best compared isomer or geometry (same formula, charge and spin) ... 100.0 kcal/mol
Orbital gap (spin up / spin down) ... 7.67 / 7.47 eV


No. 6
Here is C4H8OS in the gas phase at a distorted geometry from the Open Molecules 2025 dataset. Energies are from ωB97M-V with the def2-TZVPD basis set.

Structure (XYZ):
```
14
Properties=species:S:1:pos:R:3:lowdin_charge:R:1
C 1.94 0.42 0.52 -0.0899
C 1.19 0.20 -0.77 -0.2672
C -1.20 0.12 -0.16 -0.8740
C -2.29 -0.88 0.14 -0.0693
H 1.39 1.04 1.29 0.0881
H 2.16 -0.54 1.01 0.0860
H 2.83 1.00 0.48 0.0595
H 1.76 -0.42 -1.42 0.1117
H 1.11 1.15 -1.26 0.0875
H -1.91 -1.51 0.92 0.0794
H -2.51 -1.46 -0.74 0.0852
H -3.10 -0.32 0.54 0.0553
O 0.00 -0.50 -0.40 -0.1242
S -1.38 1.70 -0.13 0.7719
```

Properties
Maximum force ... 2.3 eV Å⁻¹
Calculated total energy ... -17159.7345 eV
E_LUMO ... 0.02577 Eh
Energy relative to the best compared isomer or geometry (same formula, charge and spin) ... 16.5 kcal/mol
Orbital gap ... 9.45 eV


No. 7
Here is C4H8OS in the gas phase at a distorted geometry from the Open Molecules 2025 dataset. Energies are from ωB97M-V with the def2-TZVPD basis set.

Structure (XYZ):
```
14
Properties=species:S:1:pos:R:3:lowdin_charge:R:1
C -1.20 -0.65 -0.67 -0.0749
C -0.25 0.34 -0.01 -0.4378
C 1.18 -0.17 0.09 -0.5510
C -0.67 0.56 1.41 -0.3024
H -2.21 -0.23 -0.64 0.0914
H -1.18 -1.62 -0.16 0.0858
H -0.92 -0.84 -1.69 0.0618
H -0.38 1.31 -0.50 0.1458
H 1.74 0.47 0.78 0.0801
H 1.16 -1.17 0.57 0.0922
H 2.41 1.03 -1.56 -0.1403
H -0.83 -0.40 1.96 0.1394
O -0.91 1.61 1.89 0.0988
S 2.07 -0.26 -1.49 0.7110
```

Properties
Maximum force ... 2.1 eV Å⁻¹
Calculated total energy ... -17159.9362 eV
E_LUMO ... 0.02960 Eh
Energy relative to the best compared isomer or geometry (same formula, charge and spin) ... 11.9 kcal/mol
Orbital gap ... 10.12 eV


No. 8
Here is a molecular structure, C4H8OS at a distorted geometry from the Open Molecules 2025 dataset. Energies are from ωB97M-V with the def2-TZVPD basis set.

Structure (XYZ):
```
14
Properties=species:S:1:pos:R:3:lowdin_charge:R:1
C 0.30 -0.30 -0.78 -0.2245
C -0.66 -0.51 0.11 -0.0098
C 0.90 -1.31 -1.79 -0.1108
C -1.00 1.11 1.24 -0.7383
O -0.54 2.32 0.86 -0.0461
S -0.48 0.62 2.82 0.7614
H 0.73 0.74 -1.02 0.1190
H -1.20 -1.31 0.46 0.0457
H 0.69 -0.94 -2.79 0.0620
H 1.96 -1.37 -1.56 0.0578
H 0.40 -2.32 -1.74 0.0858
H -2.01 1.06 0.96 0.0625
H 0.36 2.38 0.86 0.0393
H 0.56 -0.18 2.37 -0.1039
```

Properties
Maximum force ... 6.2 eV Å⁻¹
Calculated total energy ... -17157.2824 eV
E_LUMO ... 0.03001 Eh
Energy relative to the best compared isomer or geometry (same formula, charge and spin) ... 73.0 kcal/mol
Orbital gap ... 9.83 eV


No. 9
Here is C4H8OS in the gas phase at a distorted geometry from the Open Molecules 2025 dataset. Energies are from ωB97M-V with the def2-TZVPD basis set.

Structure (XYZ):
```
14
Properties=species:S:1:pos:R:3:lowdin_charge:R:1
C -0.99 -0.97 0.39 -0.2816
C -0.30 0.30 0.86 -0.2571
C 0.43 1.02 -0.27 -0.2753
C 1.65 0.23 -0.75 -0.6422
H -2.35 -1.08 -1.15 0.1669
H -0.09 -1.63 0.55 0.0771
H -1.86 -1.12 1.11 0.1351
H -0.93 1.03 1.30 0.0849
H 0.58 0.20 1.60 0.1092
H -0.16 1.27 -1.13 0.0969
H 0.90 1.96 0.15 0.1320
H 2.02 0.55 -1.71 0.0418
O -1.31 -0.87 -1.00 -0.1243
S 2.42 -0.91 0.04 0.7367
```

Properties
Maximum force ... 4.2 eV Å⁻¹
Calculated total energy ... -17158.5768 eV
E_LUMO ... 0.00553 Eh
Energy relative to the best compared isomer or geometry (same formula, charge and spin) ... 43.2 kcal/mol
Orbital gap ... 8.66 eV


No. 10
Here is C4H8OS in the gas phase at a distorted geometry from the Open Molecules 2025 dataset. Energies are from ωB97M-V with the def2-TZVPD basis set.

Structure (XYZ):
```
14
Properties=species:S:1:pos:R:3:lowdin_charge:R:1
C 0.83 -0.77 -1.12 -0.3577
C -0.08 0.08 -0.35 -0.7531
C -1.43 -0.67 0.47 0.0016
C 0.48 1.24 0.43 -0.3095
O 1.19 0.92 1.60 -0.0094
S -0.33 0.27 -2.13 0.8479
H 1.81 -0.54 -1.09 0.0411
H 0.72 -1.83 -1.18 0.0723
H -2.20 -0.16 -0.08 0.0466
H -1.26 -0.60 1.50 0.0353
H -1.36 -1.74 0.14 0.0750
H -0.42 1.98 0.57 0.1494
H 1.00 1.81 -0.35 0.1009
H 1.04 0.00 1.58 0.0596
```

Properties
Maximum force ... 5.7 eV Å⁻¹
Calculated total energy ... -17158.3743 eV
E_LUMO ... 0.02832 Eh
Energy relative to the best compared isomer or geometry (same formula, charge and spin) ... 47.9 kcal/mol
Orbital gap ... 9.88 eV


Among the records above, which one has the highest calculated total energy?
C4H8O5


Look up the maximum force of the tenth one.
5.7 eV Å⁻¹


Copy entry 8 word for word.
Here is a molecular structure, C4H8OS at a distorted geometry from the Open Molecules 2025 dataset. Energies are from ωB97M-V with the def2-TZVPD basis set.

Structure (XYZ):
```
14
Properties=species:S:1:pos:R:3:lowdin_charge:R:1
C 0.30 -0.30 -0.78 -0.2245
C -0.66 -0.51 0.11 -0.0098
C 0.90 -1.31 -1.79 -0.1108
C -1.00 1.11 1.24 -0.7383
O -0.54 2.32 0.86 -0.0461
S -0.48 0.62 2.82 0.7614
H 0.73 0.74 -1.02 0.1190
H -1.20 -1.31 0.46 0.0457
H 0.69 -0.94 -2.79 0.0620
H 1.96 -1.37 -1.56 0.0578
H 0.40 -2.32 -1.74 0.0858
H -2.01 1.06 0.96 0.0625
H 0.36 2.38 0.86 0.0393
H 0.56 -0.18 2.37 -0.1039
```

Properties
Maximum force ... 6.2 eV Å⁻¹
Calculated total energy ... -17157.2824 eV
E_LUMO ... 0.03001 Eh
Energy relative to the best compared isomer or geometry (same formula, charge and spin) ... 73.0 kcal/mol
Orbital gap ... 9.83 eV


energy relative to the best compared isomer or geometry (same formula, charge and spin) of number 1 (C4H8O3S)?
77.2 kcal/mol